The molecule C4H8O2 in a non-equilibrium geometry, computed with ωB97M-V with the def2-TZVPD basis set.

```
14
Properties=species:S:1:pos:R:3
C 1.81 -0.37 0.85
C 0.65 0.45 0.34
O 1.15 1.53 -0.43
C -0.33 -0.35 -0.43
C -2.54 -0.19 -0.72
O -1.33 0.37 -0.90
H 2.37 -0.80 0.02
H 2.47 0.29 1.42
H 1.45 -1.16 1.51
H 0.08 0.85 1.21
H 0.39 1.97 -0.84
H -0.47 -1.42 -0.36
H -2.58 -1.02 -0.03
H -3.12 -0.22 -1.63
```

The energy above the lowest of the compared OMol25 structures with the same formula, charge and spin comes out at 106.4 kcal per mole. The LUMO energy (alpha / beta) comes out at 0.27 / 0.47 eV. The HOMO energy (alpha / beta) comes out at -0.2854 / -0.3054 Eh. As for the total charge: 0.

---

A structure of composition C63H145N8O13 in a non-equilibrium geometry, computed with ωB97M-V with the def2-TZVPD basis set.

```
229
Properties=species:S:1:pos:R:3
C 19.70 14.48 16.44
C 18.75 15.52 17.10
O 19.17 16.50 17.66
N 17.41 15.11 17.11
H 15.70 16.02 12.93
H 17.14 14.27 16.61
C 16.34 15.95 17.76
H 20.14 13.90 17.29
H 20.49 15.06 16.07
H 19.12 13.78 15.86
H 15.95 16.72 17.09
H 16.75 16.48 18.60
H 15.46 15.40 18.06
C 19.99 10.87 18.35
C 20.54 10.76 16.88
C 20.24 9.55 16.01
C 18.77 9.31 15.75
N 18.45 8.34 14.60
C 16.95 8.05 14.60
C 16.88 6.80 13.73
C 18.11 6.02 14.19
C 19.10 7.02 14.88
C 18.85 8.98 13.29
H 20.08 9.89 18.85
H 18.96 11.37 18.41
H 20.68 11.56 18.85
H 21.62 10.80 17.02
H 20.25 11.64 16.30
H 20.73 8.64 16.38
H 20.77 9.82 15.14
H 18.28 10.19 15.36
H 18.20 8.93 16.62
H 16.30 8.90 14.31
H 16.69 7.77 15.64
H 16.88 7.10 12.68
H 15.92 6.30 13.85
H 18.53 5.67 13.27
H 17.79 5.15 14.82
H 20.08 6.92 14.48
H 19.25 7.01 15.97
H 18.78 8.25 12.54
H 19.84 9.36 13.38
H 18.07 9.66 13.09
C 15.07 21.55 13.23
C 16.27 22.20 14.02
C 17.01 21.22 14.89
C 17.67 20.14 13.99
N 18.96 19.52 14.54
C 18.56 18.70 15.80
C 18.72 19.69 16.91
C 20.02 20.42 16.54
C 19.94 20.52 14.97
C 19.48 18.51 13.56
H 14.85 22.19 12.38
H 14.20 21.39 13.87
H 15.36 20.58 12.85
H 15.83 23.04 14.58
H 16.97 22.54 13.28
H 16.25 20.82 15.60
H 17.78 21.68 15.51
H 17.91 20.58 13.03
H 16.98 19.35 13.70
H 19.23 17.81 15.94
H 17.49 18.41 15.74
H 18.92 19.18 17.90
H 17.84 20.32 17.09
H 20.86 19.89 16.83
H 20.16 21.44 16.94
H 20.88 20.37 14.48
H 19.55 21.45 14.65
H 20.35 18.02 14.03
H 19.67 19.04 12.62
H 18.64 17.86 13.34
C 19.04 24.16 18.90
C 17.98 25.11 18.46
C 17.05 25.65 19.59
C 17.68 26.53 20.62
N 17.04 26.71 21.99
C 17.99 27.52 22.81
C 19.00 26.59 23.38
C 18.21 25.26 23.52
C 16.93 25.48 22.76
C 15.80 27.49 21.87
H 19.72 24.61 19.63
H 19.64 23.77 18.06
H 18.66 23.23 19.32
H 17.35 24.47 17.80
H 18.34 26.00 17.93
H 16.67 24.74 20.13
H 16.25 26.11 19.05
H 17.88 27.54 20.28
H 18.70 26.14 20.87
H 17.46 27.87 23.67
H 18.39 28.38 22.31
H 19.49 26.91 24.30
H 19.82 26.44 22.69
H 17.95 25.03 24.53
H 18.81 24.44 23.08
H 16.08 25.64 23.46
H 16.66 24.61 22.11
H 15.04 26.82 21.34
H 15.98 28.35 21.25
H 15.43 27.80 22.79
C 20.80 10.30 23.50
C 20.88 10.25 25.05
C 19.75 9.32 25.61
C 19.61 9.19 27.13
N 19.10 7.85 27.58
C 19.12 7.89 29.11
C 20.39 7.18 29.59
C 21.20 6.91 28.26
C 20.04 6.71 27.29
C 17.70 7.54 27.08
H 20.86 9.31 23.08
H 21.64 10.88 23.13
H 19.84 10.73 23.11
H 20.83 11.21 25.54
H 21.79 9.79 25.42
H 19.91 8.31 25.17
H 18.77 9.64 25.17
H 18.94 9.93 27.49
H 20.61 9.34 27.56
H 18.19 7.39 29.33
H 19.10 8.95 29.44
H 20.23 6.17 29.96
H 20.97 7.74 30.33
H 21.70 5.95 28.28
H 21.91 7.66 27.93
H 19.41 5.85 27.49
H 20.40 6.80 26.25
H 17.42 6.56 27.49
H 17.79 7.50 25.98
H 17.06 8.31 27.48
C 10.20 11.75 18.63
O 10.96 12.37 17.53
C 10.28 13.47 17.01
C 10.76 13.75 15.56
N 12.04 14.45 15.57
H 12.07 15.09 16.43
H 13.81 13.71 15.77
C 12.43 15.12 14.35
C 12.47 16.63 14.54
O 13.19 16.83 15.81
C 12.88 17.97 16.50
H 9.11 11.52 18.36
H 10.14 12.37 19.56
H 10.74 10.87 18.83
H 10.44 14.39 17.57
H 9.20 13.28 17.05
H 9.96 14.33 15.14
H 10.78 12.81 14.91
H 11.56 14.86 13.66
H 13.35 14.79 13.86
H 11.54 17.21 14.54
H 13.02 17.00 13.71
H 13.33 18.93 16.11
H 13.26 17.84 17.51
H 11.85 18.13 16.65
C 3.72 20.79 23.90
O 4.37 21.85 23.56
C 5.31 22.52 24.65
C 5.63 21.65 25.84
N 4.96 22.07 27.04
H 4.07 22.64 27.13
H 4.81 21.25 27.67
C 5.54 23.06 27.98
C 6.67 22.38 28.55
O 7.31 23.11 29.39
C 8.48 22.93 30.22
H 3.31 17.49 30.10
H 7.89 13.72 29.53
H 5.20 21.45 15.11
H 4.57 23.39 24.94
H 6.00 23.06 24.14
H 6.73 21.79 26.19
H 5.33 20.55 25.63
H 4.69 23.23 28.59
H 5.95 23.91 27.48
H 4.87 19.37 29.51
H 8.35 31.04 20.79
H 8.99 21.80 30.32
H 8.18 23.18 31.24
H 9.26 23.48 29.78
C 7.55 15.70 5.10
O 7.37 17.06 5.21
C 6.02 17.46 5.06
C 5.98 18.95 4.70
N 6.41 19.75 5.89
H 5.69 19.72 6.61
H 7.25 19.35 6.22
C 6.54 21.29 5.69
C 7.94 21.67 5.52
O 8.28 21.09 4.23
C 9.56 21.60 3.78
H 7.32 15.28 4.06
H 6.86 15.11 5.75
H 8.56 15.40 5.26
H 5.50 17.19 6.00
H 5.54 16.89 4.26
H 5.01 19.38 4.35
H 6.79 19.12 4.00
H 6.22 21.72 6.60
H 6.03 21.63 4.83
H 8.64 21.32 6.31
H 7.96 22.73 5.60
H 9.67 22.63 3.97
H 9.58 21.38 2.73
H 10.44 21.16 4.25
C 13.87 17.92 11.25
C 14.92 17.43 12.22
O 15.20 16.12 12.13
O 15.45 18.12 13.07
H 12.97 18.27 11.81
H 13.68 17.23 10.43
H 14.31 18.83 10.77
C 6.42 21.72 15.74
C 11.73 21.28 19.27
O 11.51 20.37 19.99
O 11.96 22.18 18.60
H 6.18 22.67 16.13
H 6.59 20.85 16.58
H 6.97 21.41 14.77
C 14.16 11.46 16.18
C 15.27 12.45 15.99
O 14.85 13.68 15.77
O 16.49 12.25 16.10
H 13.65 11.67 17.07
H 14.45 10.39 16.32
H 13.44 11.56 15.43
```

The LUMO energy comes out at -8.28 eV. The HOMO energy comes out at -0.3406 Eh. As for the total charge: +5.

---

The lowest total charge belongs to which entry?
C4H8O2

---

What is the formula in the first record?
C4H8O2